No. 1
Entry from the Open Molecules 2025 dataset: a cluster of 2 separate species, C8H20Cl2NO4P2 in total in a non-equilibrium geometry (ωB97M-V/def2-TZVPD).

As for the total energy: -2275.3350 a.u.

Geometry as ORCA input:
```
! RIJCOSX wB97M-V def2-TZVPD def2/J DEFGRID3
* xyz 1 1
Cl 0.760 -4.808 3.271
Cl 4.970 -1.311 1.023
P 2.839 -3.803 0.952
P 0.700 -3.594 1.691
O 0.821 -2.158 2.400
O -1.575 4.334 -1.645
O -0.961 0.281 0.574
O 5.208 -2.026 3.481
N -2.565 1.363 -1.741
C -2.008 0.367 1.532
C -1.548 3.477 -2.767
C -1.400 0.499 -1.828
C -2.632 2.407 -2.762
C -1.312 -0.410 -0.625
C 4.163 -3.721 2.207
C -0.871 3.888 -0.507
C 4.805 -2.356 2.424
H -2.245 -0.965 -0.495
H -0.532 4.770 0.036
H -1.508 3.307 0.169
H 4.944 -4.454 1.986
H 0.003 3.290 -0.782
H -2.816 1.021 1.194
H 0.637 -1.429 1.771
H -2.650 1.926 -3.744
H -1.734 4.116 -3.634
H 2.968 -4.977 0.214
H -2.585 1.801 -0.829
H -1.484 -0.120 -2.726
H 3.715 -3.992 3.168
H -0.456 1.061 -1.894
H -0.543 3.055 -2.900
H -0.506 -1.136 -0.800
H 2.995 -2.774 0.030
H -3.591 2.912 -2.640
H -2.424 -0.621 1.754
H -1.581 0.783 2.441
*
```

---

No. 2
Entry from the Open Molecules 2025 dataset: a structure of composition BrHf in a non-equilibrium geometry (ωB97M-V/def2-TZVPD).

As for the total energy: -2620.3534 a.u. The energy above the lowest of the compared OMol25 structures with the same formula, charge and spin comes out at 28.32 kcal/mol.

Geometry as ORCA input:
```
! RIJCOSX wB97M-V def2-TZVPD def2/J DEFGRID3
* xyz 3 1
Hf 18.764 -9.257 -25.989
Br 17.585 -10.912 -24.290
*
```

---

No. 3
Entry from the Open Molecules 2025 dataset: a cluster of 2 separate species, CH7NOS2 in total in a non-equilibrium geometry (ωB97M-V/def2-TZVPD).

As for the structure (SMILES): NCO.SS. As for the total energy: -968.6240 a.u. The energy above the lowest of the compared OMol25 structures with the same formula, charge and spin comes out at 15.47 kcal/mol.

Geometry as ORCA input:
```
! RIJCOSX wB97M-V def2-TZVPD def2/J DEFGRID3
* xyz 0 1
S 0.482 0.944 1.511
S 0.596 2.406 0.013
O -1.927 -2.263 -0.504
N 0.471 -2.064 -0.922
C -0.876 -2.223 -1.480
H 0.303 0.042 0.541
H 1.170 -1.766 -1.529
H 1.788 2.813 0.367
H -1.181 -1.310 -2.197
H -1.697 -1.495 0.015
H 0.667 -2.771 -0.167
H -0.923 -3.216 -2.044
*
```

---

| no. | Kohn-Sham gap (eV) |
| --- | --- |
| 1 | 6.686 |
| 2 | 7.154 |
| 3 | 9.273 |